(1)
Below is 5 unconnected molecules or ions with the total composition C26H51FN7O4S at a distorted geometry, with properties calculated with wB97M-V/def2-TZVPD.

CARTESIAN COORDINATES (ANGSTROEM)
C: -4.31 -1.36 1.45
C: -3.50 -2.28 1.99
N: -2.29 -1.86 2.73
N: -2.48 -1.70 4.02
C: -1.43 -1.33 4.73
C: -0.15 -1.08 4.09
C: 1.04 -0.65 4.99
C: 2.17 -1.75 4.92
N: 2.55 -2.31 6.24
C: 0.03 -1.23 2.66
C: 1.35 -0.96 1.91
C: 1.43 0.62 1.70
C: 2.08 1.04 0.32
S: 0.84 2.04 -0.64
C: -1.19 -1.69 1.96
C: -1.16 -1.96 0.43
C: -1.08 -3.51 0.21
C: 0.33 -4.09 0.57
F: 1.36 -3.58 -0.25
H: -4.79 -1.49 0.45
H: -4.50 -0.37 1.94
H: -3.69 -3.37 1.91
H: -1.49 -1.17 5.83
H: 0.67 -0.54 6.04
H: 1.44 0.35 4.68
H: 3.05 -1.36 4.34
H: 1.78 -2.59 4.29
H: 2.68 -3.31 6.08
H: 3.51 -1.99 6.40
H: 2.25 -1.34 2.45
H: 1.34 -1.48 0.92
H: 0.36 0.95 1.66
H: 1.88 1.12 2.59
H: 2.45 0.18 -0.27
H: 2.89 1.77 0.55
H: -0.18 1.16 -0.91
H: -2.07 -1.51 -0.04
H: -0.30 -1.42 -0.05
H: -1.79 -4.00 0.93
H: -1.42 -3.80 -0.82
H: 0.49 -3.85 1.66
H: 0.34 -5.21 0.51
C: 5.83 -6.59 2.12
C: 4.43 -6.10 1.84
O: 3.51 -6.27 2.63
N: 4.22 -5.44 0.67
C: 5.17 -5.14 -0.38
H: 5.85 -7.09 3.09
H: 6.14 -7.30 1.35
H: 6.53 -5.75 2.15
H: 3.26 -5.14 0.56
H: 5.21 -4.05 -0.51
H: 4.83 -5.60 -1.30
H: 6.16 -5.51 -0.14
C: -7.58 -1.12 3.57
C: -7.85 -0.03 2.56
O: -7.20 1.01 2.53
N: -8.85 -0.24 1.66
C: -9.72 -1.39 1.53
H: -6.76 -0.81 4.21
H: -8.46 -1.28 4.18
H: -7.30 -2.04 3.06
H: -8.97 0.53 1.01
H: -9.59 -1.82 0.54
H: -10.75 -1.06 1.65
H: -9.49 -2.15 2.28
C: 0.26 4.54 -6.16
C: 0.93 3.82 -5.02
O: 2.14 3.62 -4.99
N: 0.15 3.38 -4.00
C: -1.29 3.52 -3.86
H: 1.01 4.83 -6.89
H: -0.47 3.89 -6.64
H: -0.23 5.44 -5.79
H: 0.66 2.90 -3.27
H: -1.50 4.07 -2.94
H: -1.73 2.52 -3.78
H: -1.73 4.05 -4.70
C: 3.32 6.48 -7.04
C: 2.62 7.81 -7.07
O: 1.56 7.98 -7.66
N: 3.22 8.85 -6.43
C: 4.47 8.85 -5.69
H: 2.73 5.75 -7.59
H: 4.31 6.55 -7.50
H: 3.42 6.13 -6.00
H: 2.70 9.72 -6.50
H: 4.26 9.16 -4.66
H: 5.15 9.57 -6.15
H: 4.93 7.87 -5.69

Summary:
E_HOMO	-0.382	Ha
net charge	+1
frontier orbital gap	6.295	eV

---

(2)
Below is a molecular structure, C26H51HoN2OP2 at a distorted geometry, with properties calculated with wB97M-V/def2-TZVPD.

CARTESIAN COORDINATES (ANGSTROEM)
Ho: 0.87 -1.01 1.18
P: 0.63 -2.88 -0.90
P: -0.37 2.43 0.49
N: 2.18 -0.45 -0.43
C: 2.32 -2.69 -1.62
H: 2.95 -3.47 -1.16
H: 2.28 -2.89 -2.70
C: 2.97 -1.31 -1.35
H: 3.97 -1.47 -0.91
H: 3.13 -0.78 -2.31
C: 1.59 0.73 -1.08
H: 0.66 0.45 -1.63
H: 2.29 1.06 -1.87
C: 1.29 1.99 -0.21
H: 1.50 2.85 -0.87
H: 2.05 2.05 0.59
C: 0.00 2.71 2.28
C: 0.60 1.46 2.94
H: 1.56 1.15 2.48
H: -0.13 0.62 2.96
H: 0.83 1.68 3.99
C: -0.87 3.99 -0.30
C: -2.38 4.28 -0.21
H: -2.59 5.18 -0.80
H: -2.69 4.49 0.83
H: -2.99 3.46 -0.61
C: -0.53 -2.18 -2.17
C: -1.99 -2.26 -1.68
H: -2.64 -1.80 -2.44
H: -2.12 -1.69 -0.75
H: -2.32 -3.29 -1.53
C: 0.34 -4.69 -0.67
C: -0.86 -4.96 0.26
H: -0.78 -5.99 0.63
H: -1.81 -4.86 -0.27
H: -0.87 -4.29 1.14
C: -1.78 1.25 0.53
C: -0.04 5.20 0.15
H: -0.18 5.42 1.21
H: 1.03 5.06 -0.05
H: -0.37 6.08 -0.42
C: -0.36 -2.74 -3.58
H: -1.05 -2.20 -4.25
H: 0.66 -2.58 -3.97
H: -0.59 -3.81 -3.65
C: 0.25 -5.50 -1.96
H: 0.39 -6.56 -1.71
H: -0.73 -5.41 -2.44
H: 1.03 -5.23 -2.69
C: -1.24 3.21 3.04
H: -2.09 2.52 2.93
H: -1.00 3.27 4.10
H: -1.56 4.21 2.72
H: 0.76 3.51 2.28
H: 1.26 -5.00 -0.14
H: -0.64 3.79 -1.36
H: -0.26 -1.11 -2.20
O: -1.19 0.01 0.85
H: -2.51 1.28 -0.31
H: -2.72 1.70 1.01
C: 4.44 -2.05 5.37
N: 3.67 -0.90 5.91
C: 4.57 0.16 6.44
C: 2.66 -0.34 4.92
C: 1.77 -1.45 4.47
C: 0.98 -2.12 5.43
C: 0.29 -3.28 5.07
C: 0.42 -3.82 3.79
C: 1.22 -3.14 2.83
C: 1.73 -1.89 3.16
H: 4.88 -1.76 4.42
H: 3.78 -2.91 5.25
H: 5.23 -2.29 6.10
H: 3.11 -1.25 6.70
H: 5.14 0.58 5.60
H: 3.97 0.94 6.91
H: 5.25 -0.29 7.17
H: 2.12 0.45 5.46
H: 3.24 0.10 4.10
H: 0.91 -1.73 6.46
H: -0.34 -3.78 5.81
H: -0.06 -4.77 3.54
H: 1.46 -3.63 1.87

Summary:
⟨S²⟩	6.005
spin multiplicity	5
E_HOMO (spin up / spin down)	-0.474 / -0.475	Ha
net charge	+2
frontier orbital gap (spin up / spin down)	8.229 / 8.315	eV